Record 1
The following is a DFT calculation (wB97M-V/def2-TZVPD) of a 10-piece molecular cluster, C24H51BCl18O3 overall.

Computed properties:
- Net charge: 0
- Structure (SMILES): CCB(O)[C@@H](COC)OC.ClCCCl.ClCCCl.ClCCCl.ClCCCl.ClCCCl.ClCCCl.ClCCCl.ClCCCl.ClCCCl

XYZ file:
```
97
Properties=species:S:1:pos:R:3:forces:R:3:mulliken_charge:R:1
C -2.311679 0.990509 0.036674 -0.180 -0.407 0.320 -0.670
C -2.627204 -0.438208 0.515793 0.315 0.021 -0.122 0.030
B -1.642017 -0.995016 1.599004 -0.236 0.234 0.362 0.475
O -2.169171 -1.379590 2.835707 -0.003 -0.884 -0.229 -0.695
C -0.065457 -1.185286 1.433787 0.096 0.312 -0.536 1.035
C 0.503319 -0.848581 0.027639 0.407 0.182 0.161 -0.707
O 1.372449 0.285764 0.026587 -0.204 0.002 -0.026 -0.082
C 1.313068 0.956487 -1.224218 0.088 0.182 0.116 0.270
O 0.690530 -0.588123 2.481063 0.147 -0.081 0.077 -0.157
C 0.252175 0.713483 2.816470 0.100 -0.071 0.138 -1.058
H -1.613595 0.970857 -0.786034 0.201 0.254 -0.190 0.044
H -1.910819 1.583699 0.844458 0.220 0.295 0.138 0.209
H -3.221074 1.481212 -0.276898 -0.244 0.150 -0.291 0.451
H -3.650939 -0.470524 0.860503 -0.054 -0.173 0.247 -0.255
H -2.571382 -1.104491 -0.345882 -0.104 -0.209 -0.275 0.369
H -2.434642 -2.317980 2.792122 0.020 0.631 0.344 0.274
H 0.087543 -2.262538 1.567467 -0.051 0.051 -0.086 -0.991
H -0.301192 -0.661471 -0.678101 -0.276 -0.078 -0.053 0.513
H 1.061663 -1.700909 -0.353724 0.191 -0.218 -0.103 0.245
H 1.321969 0.260662 -2.057869 0.055 -0.215 -0.117 -0.047
H 0.404878 1.552732 -1.288040 -0.231 0.084 -0.066 0.152
H 2.147790 1.646603 -1.346480 0.056 -0.232 0.358 -0.416
H 1.062521 1.223377 3.318617 0.305 0.081 0.183 0.310
H 0.013414 1.299921 1.939795 -0.129 0.134 -0.314 0.392
H -0.589495 0.684203 3.505431 -0.294 -0.069 0.042 0.336
Cl -0.007543 -4.220604 3.147461 -0.156 -0.212 0.265 -0.181
C 1.306036 -5.408098 2.907354 0.016 -0.137 -0.012 -0.528
C 2.248527 -4.911933 1.847545 -0.029 -0.009 0.092 0.050
Cl 1.499525 -4.933115 0.224279 -0.044 0.006 0.000 -0.216
H 0.866167 -6.371730 2.665408 -0.074 0.037 -0.022 0.339
H 1.834166 -5.492755 3.855317 0.003 0.029 0.013 0.353
H 3.139480 -5.534768 1.799030 -0.018 -0.005 0.001 0.495
H 2.526508 -3.886351 2.062983 0.079 -0.042 -0.135 -0.372
Cl 4.512288 -4.137661 -3.763988 0.009 0.014 -0.001 -0.194
C 2.841156 -4.399154 -3.200136 -0.004 -0.062 0.053 -0.149
C 1.843502 -3.581169 -3.976595 -0.075 -0.063 -0.041 -0.483
Cl 2.003644 -1.836728 -3.648966 0.021 -0.014 -0.037 -0.197
H 2.805201 -4.164780 -2.140483 0.048 0.055 0.003 0.045
H 2.623476 -5.457941 -3.329511 -0.007 -0.004 -0.037 0.321
H 0.834254 -3.868055 -3.685999 0.000 0.005 0.040 0.258
H 1.955980 -3.730114 -5.046995 0.038 0.037 -0.017 0.387
Cl 2.935201 4.082233 -2.043143 0.037 0.151 -0.024 -0.152
C 4.684913 3.767577 -1.886088 0.065 0.050 -0.120 -0.402
C 5.385816 4.798341 -1.039291 -0.086 -0.073 0.110 -0.413
Cl 5.405055 6.404181 -1.816103 0.066 0.045 -0.055 -0.199
H 5.099162 3.727539 -2.889893 -0.007 0.047 -0.017 0.363
H 4.791286 2.792556 -1.424853 -0.017 -0.158 0.133 0.223
H 6.420513 4.501049 -0.880325 0.016 0.012 -0.071 0.367
H 4.899490 4.912417 -0.074692 -0.043 0.022 -0.008 0.226
Cl -0.120425 -8.490087 4.753583 0.027 -0.012 -0.017 -0.188
C -1.695476 -7.808965 5.242645 -0.099 0.025 -0.041 -0.491
C -1.544568 -6.503110 5.978384 -0.013 0.056 -0.011 -0.048
Cl -0.787277 -6.720305 7.577470 0.019 0.006 0.006 -0.190
H -2.201411 -8.553165 5.851174 0.049 -0.023 0.038 0.384
H -2.270717 -7.649350 4.332521 0.029 0.027 -0.025 0.281
H -2.526440 -6.064480 6.145769 -0.023 -0.027 0.016 0.313
H -0.939312 -5.798172 5.414469 0.026 -0.009 0.009 -0.036
Cl -0.282604 3.835282 0.284025 0.097 -0.022 -0.082 0.017
C -0.612941 5.482272 0.875701 -0.024 0.030 -0.033 0.011
C -1.092136 5.473868 2.302109 0.051 0.084 0.041 -0.417
Cl -2.708587 4.737007 2.462423 -0.020 -0.039 0.019 -0.203
H -1.346348 5.932962 0.212723 -0.057 -0.036 0.001 0.384
H 0.315027 6.043059 0.805843 -0.050 -0.131 0.119 -0.495
H -1.165776 6.495804 2.668654 -0.017 0.025 -0.030 0.314
H -0.410988 4.919426 2.942052 -0.004 -0.044 -0.007 0.325
Cl 4.347246 -2.246524 1.777333 0.219 0.060 -0.115 -0.184
C 4.163665 -1.077409 3.110192 -0.106 -0.106 0.278 -0.467
C 3.753815 0.273352 2.610262 -0.235 0.123 -0.062 0.703
Cl 5.066737 1.054180 1.695042 0.150 0.159 -0.137 -0.220
H 5.102164 -1.040619 3.656801 0.061 -0.032 -0.072 0.463
H 3.385969 -1.465194 3.765961 -0.062 0.007 -0.037 0.187
H 3.524739 0.919342 3.455546 0.048 0.009 0.038 0.274
H 2.881594 0.207832 1.964959 0.027 0.002 -0.079 -0.749
Cl -5.235887 1.092970 -2.827300 0.088 0.095 0.235 -0.196
C -5.485603 -0.650549 -2.581549 0.009 -0.089 -0.103 -0.161
C -6.564082 -0.934888 -1.569469 -0.015 -0.054 -0.017 -0.528
Cl -6.067534 -0.462055 0.077178 -0.279 0.018 -0.017 -0.161
H -4.535597 -1.082457 -2.276713 0.020 0.033 0.037 0.152
H -5.764704 -1.067934 -3.547811 -0.026 0.017 -0.017 0.244
H -6.768407 -2.003770 -1.545337 0.032 -0.014 0.004 0.304
H -7.483740 -0.407571 -1.807685 0.016 0.064 0.022 0.361
Cl -6.017252 0.563979 -6.030306 -0.059 -0.070 -0.188 -0.164
C -4.600384 0.205070 -7.048264 0.035 0.093 -0.034 -0.453
C -4.375979 -1.273548 -7.220783 0.002 -0.029 -0.091 -0.460
Cl -3.864474 -2.061754 -5.703916 -0.015 -0.015 0.030 -0.173
H -3.738319 0.686259 -6.593541 -0.004 -0.016 0.055 0.303
H -4.782698 0.657953 -8.021091 -0.022 -0.020 -0.015 0.336
H -3.582163 -1.439529 -7.946423 0.033 0.016 0.018 0.317
H -5.277286 -1.772488 -7.565618 -0.029 -0.015 0.049 0.308
Cl 0.044598 8.775947 0.679198 -0.020 0.148 0.037 -0.172
C 1.466598 8.876131 -0.395366 0.090 0.042 -0.072 -0.436
C 2.028799 7.519942 -0.733122 0.020 0.002 -0.138 -0.471
Cl 2.773637 6.730825 0.678888 0.034 0.037 0.132 -0.187
H 2.207925 9.499827 0.096101 -0.010 -0.011 0.058 0.331
H 1.139397 9.370815 -1.307723 -0.034 -0.027 -0.011 0.341
H 2.810282 7.618636 -1.484288 0.019 -0.004 0.018 0.288
H 1.260468 6.853453 -1.116894 -0.011 -0.041 0.003 0.345
```
Positions in Å, forces in eV/Å.

Record 2
The following is a DFT calculation (wB97M-V/def2-TZVPD) of a 2-piece molecular cluster, C24H52B2N5O10 overall.

Computed properties:
- Net charge: +1

XYZ file:
```
93
Properties=species:S:1:pos:R:3:forces:R:3:mulliken_charge:R:1
C 0.284587 -5.549949 -0.345825 0.382 -1.113 -0.255 -0.776
C 1.673729 -5.942999 -0.925905 -0.220 1.376 0.996 -0.512
C 2.784377 -5.044715 -0.286048 0.133 -0.207 -1.380 -0.972
C 3.301695 -4.076485 -1.361976 -0.369 0.551 0.221 -1.300
C 2.270236 -2.960769 -1.696698 0.781 -0.342 0.455 0.745
C 3.049765 -1.721940 -2.176380 -0.620 -0.698 -0.476 -0.633
C 2.283759 -0.809224 -3.142101 1.251 0.225 -0.381 -1.719
N 1.273979 0.114010 -2.577382 -0.578 -0.612 0.528 0.381
C 1.455068 0.439100 -1.243312 -0.590 -0.437 -1.178 -1.965
N 2.257387 1.400901 -0.961344 1.219 0.200 0.351 0.455
C 3.050385 2.166781 -1.944595 0.324 1.021 0.926 -0.285
C 4.044263 3.041009 -1.161391 0.122 -0.673 0.410 -1.101
C 5.317791 2.273505 -0.765719 -0.339 0.632 0.444 -0.228
O 6.392055 3.208476 -0.764150 -0.151 -0.605 -0.713 -0.345
C 7.608304 2.588933 -0.540384 -0.125 -0.829 -2.035 0.611
C 8.239309 1.741773 -1.630290 -1.083 0.248 -0.548 -0.779
O 8.164780 2.752858 0.463396 1.327 0.787 3.012 -0.453
N 0.685408 -0.237851 -0.328153 0.146 1.096 1.069 0.463
B 1.292836 -0.491615 1.007549 0.082 -0.388 1.532 0.848
O 1.827801 0.499128 1.825126 1.028 0.188 -1.669 -0.702
O 1.310965 -1.759903 1.517332 -1.130 0.576 -0.162 -0.500
C -0.702376 0.271877 -0.342643 -0.577 -1.000 -1.374 1.122
C -1.662664 -0.813795 0.143355 -0.454 0.284 0.492 -0.870
C -3.147776 -0.365667 0.125697 -0.351 -0.643 0.711 0.525
C -4.061796 -1.453378 -0.491362 0.250 0.856 -0.529 -1.256
C -3.629974 -0.029237 1.548744 -0.289 0.084 -0.628 -1.975
O -0.721814 1.428529 0.498311 0.370 -0.421 0.435 -0.408
N -1.709065 2.364570 0.131539 -0.631 0.587 0.031 0.115
O -1.889379 3.133039 0.985738 0.283 -0.276 -0.328 -0.370
C -0.990561 0.596477 -1.827219 0.440 -0.129 -0.379 -1.450
C -0.127937 -0.263964 -2.788398 -0.354 0.992 0.253 -0.027
O -0.367373 -1.642519 -2.630610 -0.053 0.688 -0.286 0.437
B -1.465999 -2.142344 -3.281054 -0.284 -1.070 0.027 0.275
O -2.071345 -3.220393 -2.686468 0.317 -0.093 -0.417 -0.482
O -1.962235 -1.679864 -4.489066 0.051 0.840 0.632 -0.600
H 0.282314 -4.540205 0.061280 -0.049 0.079 -0.183 -0.003
H 0.031745 -6.239440 0.462488 -0.155 0.174 0.047 0.404
H -0.467214 -5.652948 -1.128432 -0.205 0.150 0.203 0.215
H 1.918852 -6.989507 -0.764097 -0.253 -0.072 -0.099 0.429
H 1.635584 -5.734528 -1.994704 0.220 -0.262 -0.087 0.288
H 3.607830 -5.659827 0.073928 0.001 0.060 0.165 0.466
H 2.390650 -4.428336 0.523422 0.034 -0.285 0.234 0.403
H 3.508986 -4.602815 -2.296849 0.244 -0.126 0.110 0.392
H 4.226057 -3.574172 -1.055661 0.030 -0.207 0.155 0.600
H 1.587051 -3.324012 -2.464389 -0.052 0.200 -0.027 0.190
H 1.683754 -2.759710 -0.801021 -0.111 0.157 -0.109 -0.222
H 3.538446 -1.201668 -1.343002 -0.183 0.115 -0.001 0.228
H 3.876914 -2.138043 -2.760004 0.067 0.279 -0.119 0.704
H 3.025858 -0.233137 -3.706821 -0.170 0.180 0.079 0.664
H 1.816496 -1.446905 -3.889443 -0.374 0.116 0.106 0.497
H 2.365744 1.684068 0.011081 -0.297 -0.173 -0.012 0.488
H 3.617092 1.519628 -2.604665 -0.365 -0.138 -0.235 0.248
H 2.362123 2.832300 -2.462353 -0.062 -0.337 -0.370 0.310
H 4.295329 3.949241 -1.702403 0.121 -0.135 -0.225 0.447
H 3.590876 3.364938 -0.219363 -0.199 0.278 -0.207 0.381
H 5.212969 1.923237 0.270542 -0.012 -0.241 -0.123 0.258
H 5.498665 1.395789 -1.396763 0.103 0.204 -0.187 0.159
H 7.478187 1.163523 -2.160424 0.179 0.011 -0.103 0.285
H 8.702389 2.412236 -2.356556 0.022 -0.036 0.023 0.261
H 8.980714 1.072145 -1.216277 0.072 0.072 0.181 0.310
H 2.796906 0.441971 1.770782 -0.169 0.041 0.852 0.341
H 0.405291 -2.098829 1.401998 0.531 -0.749 -0.245 0.236
H -1.510800 -1.723404 -0.437707 0.101 0.176 -0.253 0.437
H -1.467890 -1.088200 1.189353 0.306 0.176 -0.061 0.750
H -3.292553 0.540505 -0.466238 0.188 0.012 -0.015 0.428
H -3.651714 -2.457577 -0.414452 -0.145 -0.051 0.171 0.252
H -4.186832 -1.213348 -1.554125 0.064 -0.352 -0.053 0.187
H -5.061255 -1.376213 -0.069200 0.016 -0.262 0.136 0.422
H -3.172139 0.874929 1.939688 0.135 -0.134 0.229 0.275
H -3.509978 -0.870006 2.235479 0.144 0.031 -0.018 0.313
H -4.697275 0.187378 1.483261 0.006 0.069 0.197 0.522
H -2.036777 0.461669 -2.091862 -0.017 -0.039 0.165 0.385
H -0.750226 1.635895 -2.065206 -0.022 0.011 0.148 0.472
H -0.394002 0.104263 -3.781264 0.121 -0.498 -0.210 0.674
H -2.510852 -3.705630 -3.400259 -0.244 -0.113 0.465 0.280
H -2.901076 -1.486644 -4.349254 0.071 -0.201 -0.569 0.312
C -5.994263 2.052138 4.600545 -0.017 -0.169 0.081 -1.524
C -4.663416 2.795879 4.542901 -0.351 0.068 -0.129 0.235
C -4.714059 4.202203 5.160132 0.279 0.025 0.060 -0.729
O -5.338460 5.178372 4.348383 -0.078 -0.091 0.148 -0.391
C -6.754505 5.196410 4.411680 0.053 0.137 -0.213 -0.645
N -4.198308 2.830393 3.150810 0.187 0.209 0.083 -0.375
H -6.702904 2.412474 3.854888 0.037 0.075 0.005 0.320
H -5.840507 0.989428 4.407017 0.025 0.028 -0.031 0.333
H -6.455793 2.147027 5.585183 -0.007 0.013 -0.019 0.393
H -3.943161 2.214151 5.126468 0.062 0.091 0.006 0.370
H -3.684874 4.548516 5.290459 -0.017 0.047 -0.060 0.344
H -5.166998 4.184219 6.159408 -0.103 -0.071 -0.040 0.453
H -7.120453 4.944340 5.410537 0.017 -0.067 -0.004 0.303
H -7.185042 4.516979 3.672530 -0.116 -0.062 0.113 0.225
H -7.085319 6.205209 4.165683 0.072 0.011 0.029 0.262
H -3.266067 3.237045 3.128043 -0.003 -0.052 0.026 0.227
H -4.770294 3.512254 2.656514 -0.040 -0.066 0.006 0.241
```
Positions in Å, forces in eV/Å.

| no. | calculated total energy (hartree) | frontier orbital gap (hartree) |
| --- | --- | --- |
| 1 | -9479.11304 | 0.3333 |
| 2 | -2021.45365 | 0.2841 |